(1)
One molecule with the formula C4H7ClS, computed with ωB97M-V/def2-TZVPD.

Geometry as XYZ:
```
13
Properties=species:S:1:pos:R:3:forces:R:3
C -0.692521 1.446519 -1.352564 0.123 -0.017 0.469
C 0.153044 1.041887 -0.404821 -0.628 0.039 -0.803
Cl 1.804022 1.682539 -0.464195 -0.673 -0.326 0.572
C -0.214377 -0.087646 0.511755 -0.177 -0.886 -1.131
C 0.608978 -1.339606 0.140419 1.083 0.021 1.467
S -0.140110 0.264784 2.282000 0.222 0.689 -0.236
H -1.680903 0.983305 -1.494810 0.549 0.424 0.286
H -0.380237 2.263446 -1.976323 -0.131 0.033 -0.479
H -1.276844 -0.373670 0.254889 0.974 0.708 0.306
H 0.507598 -1.482364 -0.909906 0.116 -0.144 -0.972
H 0.164257 -2.252477 0.617577 0.690 0.805 -0.115
H 1.724031 -1.187092 0.401686 -1.835 -0.476 -0.301
H -0.576938 -0.959625 2.394292 -0.312 -0.870 0.937
```
Positions in Å, forces in eV/Å.

Properties
- relative energy (zero: lowest compared OMol25 entry of this formula, charge and spin) (kcal/mol) = 11.4
- frontier orbital gap (eV) = 9.97
- M (g/mol) = 122.62
- structure (SMILES) = C=C(Cl)[C@@H](C)S
- strongest force on any atom (eV/Å) = 1.92

These are the Mulliken partial charges, in e, on atoms 1 to 5: atom 1 (C): -0.785, atom 2 (C): 0.289, atom 3 (Cl): -0.180, atom 4 (C): 0.180, atom 5 (C): -1.198

(2)
C29H33CoN3P2Te as an isolated structure, computed with ωB97M-V/def2-TZVPD.

Geometry as XYZ:
```
69
Properties=species:S:1:pos:R:3:forces:R:3
Co 1.209000 0.110066 -0.402904 1.016 -0.579 0.572
N -1.463982 -0.746432 0.156877 -0.002 0.220 -0.425
P -1.004713 -0.635434 -1.471988 -1.484 -1.396 0.186
C 0.072392 -2.064275 -1.818300 0.183 0.621 -0.236
C 1.222249 -1.841938 -2.585755 -0.174 0.049 -0.102
C 1.935469 -2.925756 -3.080739 0.104 -0.030 -0.043
C 1.505904 -4.214425 -2.797966 0.082 0.058 0.049
C 0.383870 -4.430961 -1.998556 -0.102 -0.001 0.061
C -0.345030 -3.361908 -1.510301 0.041 -0.064 0.123
C -2.515611 -0.953467 -2.378395 0.684 0.422 0.180
C -3.756175 -0.563882 -1.839422 -0.212 0.119 -0.034
C -4.916618 -0.988622 -2.448494 0.044 0.070 0.137
C -4.849927 -1.735174 -3.627663 -0.017 0.077 -0.010
C -3.618066 -2.054384 -4.204579 0.164 -0.016 -0.062
C -2.448952 -1.644521 -3.603210 -0.099 -0.085 -0.136
P -0.619369 0.409653 1.117896 -1.123 0.104 0.050
C -1.605172 1.921772 0.955613 0.276 -0.205 0.100
C -1.051928 3.120694 0.518652 0.067 -0.072 -0.032
C -1.856974 4.243909 0.389982 -0.045 0.071 -0.016
C -3.206706 4.168087 0.701300 0.084 0.003 -0.008
C -3.757995 2.970879 1.145503 -0.099 -0.073 0.044
C -2.963696 1.845565 1.274549 0.035 0.090 0.041
C -0.893294 -0.186827 2.785682 0.359 0.032 -0.102
C -1.046463 -1.551694 3.042225 0.041 0.028 -0.068
C -1.269456 -1.977787 4.340318 0.026 -0.025 0.044
C -1.294937 -1.054951 5.379829 0.020 -0.012 -0.027
C -1.116850 0.300506 5.126830 0.042 0.007 0.039
C -0.912339 0.740841 3.831643 -0.034 -0.009 -0.130
H -2.413738 -1.011693 0.406746 0.026 -0.107 -0.003
H 1.508945 -0.831091 -2.875051 0.001 -0.037 -0.043
H 2.795603 -2.763650 -3.717374 0.010 -0.005 0.035
H 2.042124 -5.061866 -3.205088 0.004 0.006 -0.002
H 0.057982 -5.440191 -1.782890 0.004 -0.003 -0.028
H -1.248711 -3.529827 -0.937598 0.024 -0.016 0.035
H -3.808512 0.071523 -0.962912 0.012 -0.032 0.021
H -5.874548 -0.732726 -2.017052 -0.017 0.018 -0.055
H -5.766328 -2.032373 -4.121008 0.008 -0.060 0.020
H -3.578732 -2.624642 -5.122582 -0.030 0.038 -0.021
H -1.492774 -1.872097 -4.056834 -0.009 -0.078 0.033
H 0.005422 3.176074 0.288963 -0.015 0.025 -0.026
H -1.436725 5.181370 0.051645 0.017 -0.007 0.009
H -3.832136 5.045670 0.609420 0.002 0.004 -0.006
H -4.806038 2.922261 1.410017 -0.002 0.005 -0.023
H -3.390589 0.922824 1.653914 -0.029 0.022 0.032
H -1.000725 -2.270399 2.232266 -0.029 -0.034 0.031
H -1.416740 -3.029071 4.546793 0.015 -0.002 0.001
H -1.444737 -1.397065 6.394984 -0.044 0.011 -0.001
H -1.138413 1.012600 5.940341 -0.009 -0.005 0.003
H -0.790599 1.796634 3.621278 -0.027 0.015 0.075
C 4.654122 3.588039 0.968844 0.252 -0.005 0.321
N 3.488111 3.702446 0.081035 -0.065 -0.014 -0.087
C 3.080263 5.047513 -0.353374 -0.078 0.376 -0.089
C 2.801737 2.670803 -0.242329 0.011 -0.114 -0.109
N 2.191533 1.722948 -0.551434 0.495 0.671 -0.039
H 5.455509 4.218318 0.588443 -0.050 -0.023 -0.108
H 5.005250 2.560020 1.013156 -0.053 -0.010 -0.070
H 4.393882 3.921033 1.973988 -0.056 0.014 -0.052
H 3.879383 5.499579 -0.939185 0.029 -0.098 0.002
H 2.888870 5.670641 0.519862 -0.014 -0.083 0.024
H 2.183239 4.993033 -0.965037 0.005 -0.066 0.013
C 3.351033 -3.353193 0.465385 -0.167 0.045 0.026
Te 3.087961 -1.305756 1.009724 0.182 0.004 -0.111
C 4.912989 -0.651904 0.087338 -0.097 0.056 0.042
H 4.197179 -3.724362 1.038448 -0.011 0.076 0.043
H 3.548007 -3.430632 -0.597014 -0.032 0.049 -0.090
H 2.454777 -3.904880 0.736205 -0.009 0.016 -0.003
H 5.246165 -1.426158 -0.598436 -0.075 -0.009 -0.027
H 5.661324 -0.502728 0.860445 -0.060 -0.025 0.053
H 4.734006 0.273444 -0.452667 0.004 -0.019 -0.023
```
Positions in Å, forces in eV/Å.

Properties
- charge = +3
- relative energy (zero: lowest compared OMol25 entry of this formula, charge and spin) (kcal/mol) = 31.4
- frontier orbital gap (spin up / spin down) (eV) = 7.98 / 4.62
- M (g/mol) = 672.09
- expectation value of S² = 6.03
- spin multiplicity = 5
- strongest force on any atom (eV/Å) = 2.05

These are the Mulliken partial charges, in e, on atoms 1 to 5: atom 1 (Co): -0.112, atom 2 (N): -0.469, atom 3 (P): 0.648, atom 4 (C): 0.905, atom 5 (C): -0.297

(3)
One molecule with the formula C5H9NO2, computed with ωB97M-V/def2-TZVPD.

Geometry as XYZ:
```
17
Properties=species:S:1:pos:R:3:forces:R:3
N -0.550200 -2.968050 -1.213660 -0.518 0.470 -0.398
C -0.673016 -1.664143 -0.748824 -0.070 -0.529 1.877
C -0.210868 -1.272540 0.446781 -0.070 0.834 -0.155
C -0.325602 0.141984 0.999019 0.933 -0.959 0.441
C 0.835048 1.027744 0.496912 1.356 -0.604 -0.941
C 0.528467 2.278744 -0.220670 -1.091 1.118 0.253
O 0.908944 2.619861 -1.303859 0.464 -0.070 -0.199
O -0.316525 3.076105 0.501379 0.321 0.005 0.461
H 0.232556 -3.511123 -0.892797 0.023 0.077 -0.138
H -0.818849 -3.082871 -2.172297 0.240 -0.329 -0.125
H -1.391354 -1.021221 -1.235698 0.192 0.048 -0.590
H 0.339442 -1.916128 1.118309 0.225 -0.472 -0.350
H -1.346783 0.506684 0.910304 0.231 0.536 -0.170
H -0.057747 0.056923 2.055847 -0.859 -0.037 0.106
H 1.501469 0.512403 -0.209948 -0.617 -0.364 0.004
H 1.572135 1.229535 1.284026 -0.547 0.436 0.263
H -0.227118 3.986093 0.185177 -0.212 -0.159 -0.339
```
Positions in Å, forces in eV/Å.

Properties
- relative energy (zero: lowest compared OMol25 entry of this formula, charge and spin) (kcal/mol) = 25.9
- frontier orbital gap (eV) = 8.91
- M (g/mol) = 115.13
- structure (SMILES) = N/C=C/CCC(=O)O
- strongest force on any atom (eV/Å) = 1.95

These are the Mulliken partial charges, in e, on atoms 1 to 5: atom 1 (N): -0.487, atom 2 (C): 0.011, atom 3 (C): -0.576, atom 4 (C): -0.652, atom 5 (C): -0.574

Copy entry 3 word for word.
One molecule with the formula C5H9NO2, computed with ωB97M-V/def2-TZVPD.

Geometry as XYZ:
```
17
Properties=species:S:1:pos:R:3:forces:R:3
N -0.550200 -2.968050 -1.213660 -0.518 0.470 -0.398
C -0.673016 -1.664143 -0.748824 -0.070 -0.529 1.877
C -0.210868 -1.272540 0.446781 -0.070 0.834 -0.155
C -0.325602 0.141984 0.999019 0.933 -0.959 0.441
C 0.835048 1.027744 0.496912 1.356 -0.604 -0.941
C 0.528467 2.278744 -0.220670 -1.091 1.118 0.253
O 0.908944 2.619861 -1.303859 0.464 -0.070 -0.199
O -0.316525 3.076105 0.501379 0.321 0.005 0.461
H 0.232556 -3.511123 -0.892797 0.023 0.077 -0.138
H -0.818849 -3.082871 -2.172297 0.240 -0.329 -0.125
H -1.391354 -1.021221 -1.235698 0.192 0.048 -0.590
H 0.339442 -1.916128 1.118309 0.225 -0.472 -0.350
H -1.346783 0.506684 0.910304 0.231 0.536 -0.170
H -0.057747 0.056923 2.055847 -0.859 -0.037 0.106
H 1.501469 0.512403 -0.209948 -0.617 -0.364 0.004
H 1.572135 1.229535 1.284026 -0.547 0.436 0.263
H -0.227118 3.986093 0.185177 -0.212 -0.159 -0.339
```
Positions in Å, forces in eV/Å.

Properties
- relative energy (zero: lowest compared OMol25 entry of this formula, charge and spin) (kcal/mol) = 25.9
- frontier orbital gap (eV) = 8.91
- M (g/mol) = 115.13
- structure (SMILES) = N/C=C/CCC(=O)O
- strongest force on any atom (eV/Å) = 1.95

These are the Mulliken partial charges, in e, on atoms 1 to 5: atom 1 (N): -0.487, atom 2 (C): 0.011, atom 3 (C): -0.576, atom 4 (C): -0.652, atom 5 (C): -0.574